[1]
28
Properties=species:S:1:pos:R:3:forces:R:3 method="wB97M-V/def2-TZVPD" orbital_gap_ev="5.75 / 7.10" total_charge=+3 e_lumo_ha="-0.5064 / -0.4711" total_energy_ha=-1024.52492
In -0.0552 0.0987 -2.5375 -0.03 0.07 1.95
O 0.0673 3.4513 0.0270 0.11 -2.98 -1.60
C 0.0956 2.4591 -0.5430 -0.04 2.99 1.24
C -0.2555 -2.4161 -1.0691 -0.39 -2.52 1.51
O -0.3799 -3.3533 -0.4302 0.35 2.63 -1.76
C 2.5500 0.0665 -1.0791 3.26 0.15 1.70
O 3.5374 0.0994 -0.4948 -3.33 -0.10 -1.92
C -2.4913 0.2466 -0.8884 -1.81 0.10 0.48
O -3.5084 0.3398 -0.4019 1.85 -0.17 -0.78
C -0.0351 0.8570 -4.8672 -0.10 -1.65 -1.90
H -0.9069 1.4731 -5.0532 -0.48 -0.07 0.54
H 0.8917 1.3909 -5.0383 0.48 -0.12 0.53
C -0.1019 -0.5404 -4.9399 0.06 1.63 -1.62
H 0.7736 -1.1482 -5.1416 0.41 0.08 0.49
H -1.0311 -1.0575 -5.1570 -0.39 0.12 0.50
N 1.5085 -1.5736 1.8597 -1.01 1.18 0.62
C 0.6215 -0.6837 2.3610 0.95 -1.00 0.13
C 0.4936 -0.6359 3.7867 -0.34 0.28 0.60
C -0.4193 0.2587 4.3340 0.41 -0.41 -0.25
C -1.1504 1.0386 3.4308 -0.21 0.11 1.24
C -0.9668 0.9282 2.0526 1.38 -1.23 -1.37
N -0.0789 0.0883 1.4955 -0.86 0.65 0.28
H 1.6222 -1.5470 0.8571 0.36 -0.44 0.14
H 2.0752 -2.1644 2.4814 -0.25 0.27 -0.62
H 1.1215 -1.3047 4.3903 -0.37 0.38 -0.13
H -0.5511 0.3349 5.4175 -0.01 0.04 -0.45
H -1.8795 1.7510 3.7830 -0.10 0.08 0.16
H -1.5468 1.5426 1.3647 0.09 -0.09 0.29

=====

[2]
109
Properties=species:S:1:pos:R:3:forces:R:3 method="wB97M-V/def2-TZVPD" orbital_gap_ev=9.53 total_charge=0 e_lumo_ha=0.0117 total_energy_ha=-2623.24898
C 5.2051 -0.0787 0.7044 -0.19 0.09 0.08
C 4.1952 0.8750 0.0531 0.54 -0.54 0.57
C 4.3142 2.2600 0.6549 -0.17 0.13 -0.73
O 3.4641 2.4163 1.8192 0.29 -0.15 0.39
S 4.3641 2.6669 3.1463 -0.23 0.16 0.12
O 4.9643 3.9664 3.0214 0.33 0.27 -0.13
O 3.1091 2.8546 4.1433 0.33 -0.30 -0.26
B 3.1941 2.2024 5.3937 -0.65 -0.23 0.38
O 2.4753 1.0356 5.5560 0.07 0.26 -0.13
O 3.8760 2.7335 6.4455 0.29 -0.24 -0.09
C 5.3087 2.6292 6.4022 0.07 0.50 -0.36
C 5.9059 2.8975 7.7569 0.15 -0.01 -0.27
H 4.9953 -1.1160 0.4545 0.01 -0.09 -0.03
H 6.2244 0.1460 0.3952 0.07 0.05 -0.02
H 5.1540 0.0244 1.7889 0.05 -0.12 0.10
H 4.4112 0.9081 -1.0128 -0.32 0.15 -0.15
H 3.2049 0.4680 0.2457 -0.26 0.22 -0.33
H 4.0129 3.0372 -0.0418 -0.10 0.05 -0.04
H 5.3653 2.4409 0.8857 0.01 0.19 0.23
H 2.9715 0.2476 5.3307 -0.13 -0.28 0.01
H 5.6915 3.3623 5.6878 0.01 0.09 -0.03
H 5.6110 1.6519 6.0137 -0.09 -0.18 0.19
H 5.5578 2.1882 8.5013 -0.09 0.02 0.11
H 6.9869 2.8073 7.6571 0.10 -0.04 0.12
H 5.6917 3.9197 8.0560 -0.14 0.01 0.18
C 1.0855 -0.4914 -3.6012 0.01 0.00 -0.01
C 0.1631 0.4214 -4.0948 -0.01 0.02 -0.02
C -0.6382 1.1421 -3.2199 0.00 0.00 0.01
C -0.5112 0.9558 -1.8502 -0.01 0.02 0.00
C 0.4138 0.0465 -1.3570 0.01 0.01 0.03
C 1.2091 -0.6801 -2.2322 0.03 -0.01 0.03
H 1.7082 -1.0561 -4.2840 0.00 0.00 -0.01
H 0.0680 0.5709 -5.1631 0.01 0.00 -0.01
H -1.3617 1.8490 -3.6056 0.01 0.01 0.00
H -1.1331 1.5190 -1.1663 -0.01 -0.02 0.01
H 0.5146 -0.0964 -0.2879 0.00 0.02 0.01
H 1.9270 -1.3932 -1.8468 0.01 0.00 0.00
C 1.1345 -2.7822 -7.0975 0.01 0.00 0.00
C -0.0047 -2.0281 -6.8536 0.00 0.02 0.00
C -0.8273 -1.6524 -7.9066 -0.01 0.00 0.00
C -0.5151 -2.0380 -9.2029 -0.01 0.00 -0.01
C 0.6226 -2.7948 -9.4460 0.00 0.00 -0.01
C 1.4494 -3.1640 -8.3941 0.01 -0.01 0.00
H 1.7770 -3.0736 -6.2761 -0.01 -0.02 0.01
H -0.2522 -1.7335 -5.8426 0.00 -0.03 0.02
H -1.7134 -1.0594 -7.7167 -0.01 -0.01 0.00
H -1.1587 -1.7489 -10.0236 0.00 0.00 -0.01
H 0.8653 -3.0970 -10.4565 0.00 0.00 -0.01
H 2.3387 -3.7506 -8.5849 0.00 -0.01 0.00
C -4.4221 2.2091 1.4885 -0.01 -0.01 -0.01
C -3.1789 2.4414 0.9168 0.02 -0.02 -0.01
C -2.0266 2.2932 1.6761 0.01 0.02 -0.02
C -2.1172 1.9076 3.0066 0.07 0.05 0.03
C -3.3595 1.6740 3.5781 -0.02 -0.02 0.01
C -4.5119 1.8266 2.8192 -0.01 -0.01 0.01
H -5.3208 2.3255 0.8969 0.00 0.00 0.00
H -3.1096 2.7376 -0.1225 -0.01 0.02 0.00
H -1.0556 2.4772 1.2322 0.01 0.01 0.02
H -1.2176 1.7880 3.5972 0.01 0.01 0.00
H -3.4286 1.3721 4.6159 0.01 0.03 0.01
H -5.4822 1.6473 3.2650 -0.01 -0.02 -0.01
C 4.3099 2.7769 -4.0210 -0.02 -0.02 0.00
C 4.3802 3.7901 -3.0745 -0.04 -0.02 0.05
C 5.6068 4.3474 -2.7405 0.00 0.00 0.01
C 6.7638 3.8978 -3.3618 0.01 -0.01 0.01
C 6.6939 2.8879 -4.3114 0.01 -0.01 0.00
C 5.4678 2.3248 -4.6383 0.00 0.00 0.00
H 3.3526 2.3398 -4.2763 -0.01 0.00 0.01
H 3.4760 4.1434 -2.5946 -0.01 0.01 0.00
H 5.6611 5.1320 -1.9964 0.00 0.01 -0.01
H 7.7202 4.3349 -3.1054 0.01 0.00 0.00
H 7.5961 2.5387 -4.7967 0.01 0.00 0.00
H 5.4145 1.5337 -5.3752 0.00 0.00 -0.01
C -2.9701 -5.3988 -4.8169 0.00 -0.01 -0.01
C -3.3765 -5.6084 -3.5066 0.01 -0.01 0.01
C -3.4200 -4.5462 -2.6144 0.00 0.00 0.03
C -3.0639 -3.2718 -3.0343 0.01 0.03 0.01
C -2.6618 -3.0620 -4.3465 0.01 -0.02 0.00
C -2.6111 -4.1259 -5.2378 0.00 0.03 -0.01
H -2.9337 -6.2280 -5.5117 0.00 0.00 0.00
H -3.6596 -6.6010 -3.1801 0.00 -0.01 0.00
H -3.7312 -4.7103 -1.5904 -0.01 0.02 0.00
H -3.1008 -2.4427 -2.3383 0.01 0.00 0.01
H -2.3868 -2.0667 -4.6735 0.00 0.01 0.01
H -2.2917 -3.9618 -6.2593 0.01 0.01 0.00
C -1.5909 -2.3444 0.9111 0.03 -0.01 -0.02
C -2.0822 -1.5315 1.9223 0.02 0.03 -0.02
C -2.8832 -2.0722 2.9180 -0.01 -0.02 0.02
C -3.1852 -3.4272 2.9070 -0.01 0.01 0.00
C -2.6892 -4.2409 1.8970 -0.02 0.00 0.00
C -1.8941 -3.6985 0.8968 0.00 -0.05 -0.02
H -0.9688 -1.9218 0.1325 -0.02 -0.02 -0.03
H -1.8416 -0.4762 1.9348 -0.05 -0.02 -0.01
H -3.2716 -1.4353 3.7030 0.01 0.01 0.00
H -3.8072 -3.8495 3.6859 -0.01 0.00 0.00
H -2.9235 -5.2979 1.8893 0.00 -0.01 0.00
H -1.5109 -4.3300 0.1048 0.00 0.00 0.00
C -6.1517 0.0870 5.9500 0.02 0.01 -0.01
C -7.0439 1.1494 5.9855 0.01 0.00 -0.02
C -8.0427 1.1847 6.9482 0.00 0.01 0.01
C -8.1438 0.1616 7.8802 -0.01 0.00 0.00
C -7.2493 -0.8990 7.8466 -0.01 -0.01 0.01
C -6.2553 -0.9382 6.8794 0.01 -0.01 0.00
H -5.3738 0.0574 5.1973 -0.01 -0.02 -0.01
H -6.9617 1.9513 5.2626 0.00 0.01 0.00
H -8.7420 2.0103 6.9726 0.00 0.01 0.00
H -8.9202 0.1912 8.6336 -0.01 0.00 0.00
H -7.3275 -1.6958 8.5748 0.00 -0.01 0.00
H -5.5603 -1.7677 6.8503 0.01 0.00 0.00

=====

[3]
34
Properties=species:S:1:pos:R:3:forces:R:3 method="wB97M-V/def2-TZVPD" orbital_gap_ev=7.04 smiles="Cc1ccc(NCC(=O)c2ccc([N+](=O)[O-])cc2)cc1" total_charge=0 e_lumo_ha=-0.0350 total_energy_ha=-915.13834
C -4.3414 -2.5702 0.2873 0.03 -0.01 -0.06
C -3.3803 -1.4453 0.0487 -0.05 0.00 0.14
C -2.9888 -0.5942 1.0697 -0.08 -0.19 -0.19
C -2.0961 0.4398 0.8490 0.21 0.27 -0.01
C -1.5632 0.6572 -0.4203 -0.17 -0.19 0.12
N -0.6353 1.6360 -0.7059 0.17 0.30 -0.32
C -0.1918 2.6883 0.1615 -0.21 0.24 -0.01
C 1.3283 2.7814 0.2219 -0.19 0.06 0.04
O 1.8972 3.8452 0.2739 -0.07 -0.04 -0.04
C 2.0779 1.4940 0.1818 0.54 -0.25 0.01
C 1.5644 0.3067 0.7035 0.23 0.22 -0.12
C 2.3119 -0.8527 0.6440 0.23 -0.26 0.01
C 3.5734 -0.8238 0.0616 -0.70 1.13 0.06
N 4.3496 -2.0411 -0.0083 0.23 -0.39 -0.02
O 5.4283 -1.9869 -0.5571 0.29 -0.04 -0.13
O 3.8727 -3.0393 0.4855 -0.07 -0.29 0.11
C 4.1063 0.3541 -0.4483 0.12 -0.36 0.02
C 3.3559 1.5096 -0.3801 -0.31 0.02 0.13
C -1.9605 -0.2000 -1.4515 0.00 0.01 -0.02
C -2.8489 -1.2263 -1.2187 0.05 0.11 0.11
H -5.2006 -2.4858 -0.3771 -0.10 -0.06 0.01
H -4.6957 -2.5672 1.3149 -0.06 -0.05 0.05
H -3.8617 -3.5285 0.0894 -0.05 -0.10 0.03
H -3.3865 -0.7355 2.0647 -0.05 -0.02 0.09
H -1.8336 1.0771 1.6812 0.02 0.05 0.04
H -0.4247 1.7603 -1.6830 -0.05 -0.02 0.08
H -0.5729 3.6718 -0.1491 0.11 -0.13 0.17
H -0.5481 2.5102 1.1788 0.02 0.04 -0.06
H 0.5920 0.2809 1.1667 -0.14 -0.04 0.01
H 1.9339 -1.7834 1.0385 -0.01 -0.01 0.02
H 5.0939 0.3448 -0.8833 0.01 0.00 -0.02
H 3.7424 2.4427 -0.7612 0.04 0.06 -0.02
H -1.5596 -0.0472 -2.4440 0.05 0.00 -0.11
H -3.1387 -1.8724 -2.0349 -0.02 -0.07 -0.10

=====

[4]
18
Properties=species:S:1:pos:R:3:forces:R:3 method="wB97M-V/def2-TZVPD" orbital_gap_ev=5.60 total_charge=+1 e_lumo_ha=-0.1498 total_energy_ha=-343.29603
C -0.3882 -0.0750 0.7760 1.34 2.52 0.60
C -1.2649 0.8342 1.5483 -2.59 -0.82 -0.93
C 2.2919 -1.0368 -1.4116 2.81 0.76 0.71
C 0.2696 -2.0300 -2.1909 1.10 -2.43 -0.01
N 1.0267 -1.0849 -1.6502 -3.05 1.85 -1.67
N -1.2288 2.4449 1.9330 -0.54 -2.81 0.84
O -0.6509 -0.1827 2.2096 2.13 0.72 0.11
H 0.6045 0.1995 0.3315 -0.67 0.01 1.62
H -2.3077 0.4946 1.5327 -0.20 1.54 -0.36
H 2.8883 -1.7736 -1.8937 0.32 -0.71 0.12
H 0.4944 -0.1822 -1.6277 0.82 -0.97 0.25
H 2.8512 -0.1790 -0.9904 -1.12 -0.45 -0.30
H 0.7211 -3.0274 -2.3794 -0.09 0.98 0.33
H -0.8356 -0.7817 0.1608 -1.14 -1.43 -0.69
H -0.6873 -1.9177 -2.6283 -0.68 0.97 0.08
H -2.0934 2.6592 2.4465 -0.07 -0.29 -0.36
H -1.1595 3.1169 1.1836 0.52 0.03 -0.53
H -0.5315 2.5216 2.6502 1.12 0.54 0.19